No. 1
{
  "formula": "CH6NOS",
  "method": "ωB97M-V/def2-TZVPD",
  "total_charge": 1,
  "homo_energy_ev": -14.4,
  "homo_lumo_gap_ev": 10.199,
  "e_tot_ha": -569.51425,
  "species": ["C", "N", "O", "S", "H", "H", "H", "H", "H", "H"],
  "positions_angstrom": [[-0.413, -0.114, 0.091], [0.743, -1.029, 0.107], [0.382, 1.430, 0.697], [-0.973, 0.152, -1.599], [-1.115, -0.171, 0.996], [0.710, -1.921, 0.657], [1.580, -0.577, 0.635], [1.208, -1.131, -0.844], [-0.216, 2.263, 0.865], [-1.907, 1.096, -1.605]]
}

No. 2
{
  "formula": "CH6NOS",
  "method": "ωB97M-V/def2-TZVPD",
  "total_charge": 1,
  "homo_energy_ev": -13.8,
  "homo_lumo_gap_ev": 9.328,
  "e_tot_ha": -569.58072,
  "species": ["C", "N", "O", "S", "H", "H", "H", "H", "H", "H"],
  "positions_angstrom": [[-1.142, 0.369, -0.386], [-1.405, -0.879, -0.110], [-1.761, 1.373, -0.040], [1.943, 0.259, 0.094], [-0.143, 0.522, -0.905], [3.212, 0.259, -0.101], [-0.894, -1.723, -0.418], [-2.158, -1.144, 0.450], [-2.547, 1.192, 0.694], [1.754, 0.586, -1.161]]
}

No. 3
{
  "formula": "CH6NOS",
  "method": "ωB97M-V/def2-TZVPD",
  "s2": 2.007,
  "total_charge": 1,
  "homo_energy_ev": [-11.4, -16.3],
  "homo_lumo_gap_ev": [7.179, 6.898],
  "spin_multiplicity": 3,
  "e_tot_ha": -569.40617,
  "species": ["C", "N", "O", "S", "H", "H", "H", "H", "H", "H"],
  "positions_angstrom": [[1.625, -0.128, 0.079], [2.596, 0.724, 0.249], [1.901, -1.406, -0.167], [0.086, 0.444, 0.843], [-0.750, -0.592, 0.856], [-3.455, 2.129, 2.792], [2.330, 1.724, 0.276], [3.554, 0.452, -0.023], [1.196, -2.078, -0.082], [-3.170, 1.944, 2.059]]
}